[1]
Density functional theory data (the ωB97M-V functional and the def2-TZVPD basis) for a cluster of 2 separate species, C6H14N2O2 in total in a non-equilibrium geometry.

Geometry as ORCA input:
```
! wB97M-V def2-TZVPD RIJCOSX def2/J DEFGRID3
* xyz 1 2
O 1.0621 1.8997 -1.9948
O -1.3134 -0.5783 3.3786
N -1.5651 -0.1929 1.2669
N 0.8975 -0.3204 -2.3006
C 2.7456 0.5533 -1.0129
C 0.3099 0.8901 2.6217
C -2.5577 -1.3016 1.2087
C -0.4625 -0.2729 -2.7829
C 1.5495 0.7967 -1.8880
C -0.8817 0.0294 2.3602
H 1.1521 0.7466 1.9664
H 1.2609 -1.2312 -2.2412
H -0.5660 0.5216 -3.5322
H -0.7506 -1.1784 -3.3332
H 3.0891 1.5188 -0.7084
H 0.4689 0.8412 3.6933
H -1.1752 0.0310 0.3645
H 2.5724 0.0606 -0.0884
H -3.5536 -0.9621 1.0114
H 3.5900 0.0854 -1.5072
H -1.2092 -0.0929 -1.9984
H -2.6352 -1.6287 2.2418
H 0.0790 1.9668 2.5375
H -2.1067 -2.1819 0.7370
*
```

Properties
- largest force on an atom (eV Å⁻¹) = 2.26
- expectation value of S² = 0.755
- electronic energy (Eh) = -496.6668
- Kohn-Sham gap (spin up / spin down) (hartree) = 0.318 / 0.149

---

[2]
Density functional theory data (the ωB97M-V functional and the def2-TZVPD basis) for a cluster of 2 separate species, C4H12 in total in a non-equilibrium geometry.

Geometry as ORCA input:
```
! wB97M-V def2-TZVPD RIJCOSX def2/J DEFGRID3
* xyz -1 2
C -1.9076 -1.5608 -1.3378
C -0.9968 -2.0108 -0.0560
C 1.7101 2.1312 0.0975
C 1.0502 1.4837 1.2845
H -1.2716 -0.9295 -2.1807
H -2.7387 -1.1325 -0.7876
H 1.0028 2.7541 -0.5677
H -1.8367 -2.5201 -2.0178
H 0.0837 -1.6538 0.0205
H 1.6009 0.6915 1.7891
H 1.0631 2.4010 1.9253
H 0.1831 0.9997 1.0693
H -0.7472 -3.2030 -0.1530
H -1.3720 -1.8375 0.9059
H 2.4885 2.8199 0.4995
H 2.4084 1.3503 -0.4319
*
```

Properties
- largest force on an atom (eV Å⁻¹) = 5.05
- expectation value of S² = 0.750
- electronic energy (Eh) = -159.4427
- Kohn-Sham gap (spin up / spin down) (hartree) = 0.104 / 0.411

---

[3]
Density functional theory data (the ωB97M-V functional and the def2-TZVPD basis) for a structure of composition C5H12NS in a non-equilibrium geometry.

Geometry as ORCA input:
```
! wB97M-V def2-TZVPD RIJCOSX def2/J DEFGRID3
* xyz 1 1
S 1.9126 1.7922 0.6109
N 1.0598 -0.6529 -0.0980
C 1.9229 0.0328 1.0571
C -1.2159 -0.7896 0.5934
C 0.1773 1.7793 0.5332
C -0.6983 0.4530 -1.6265
C -0.2804 0.0430 -0.2013
H -0.0378 2.6655 -0.1202
H -1.4164 -0.5202 1.7294
H 1.3007 -0.0142 2.0196
H -0.2721 1.4787 -1.8799
H 1.0609 -1.6779 0.0766
H 1.6472 -0.5253 -0.9046
H -0.5354 -0.2899 -2.3815
H 2.9355 -0.3039 1.1262
H -2.1519 -0.6738 0.2014
H -1.0292 -1.8379 0.5541
H -1.7487 0.5317 -1.4770
H -0.4147 1.8700 1.5149
*
```

Properties
- largest force on an atom (eV Å⁻¹) = 3.79
- electronic energy (Eh) = -650.3310
- Kohn-Sham gap (hartree) = 0.375

---

[4]
Density functional theory data (the ωB97M-V functional and the def2-TZVPD basis) for a structure of composition C2H9BCuO2Si in a non-equilibrium geometry.

Geometry as ORCA input:
```
! wB97M-V def2-TZVPD RIJCOSX def2/J DEFGRID3
* xyz 1 1
Cu -1.6814 3.2592 -2.3302
Si -1.7815 -1.1599 0.5245
O -1.8246 1.6188 -0.5426
O 0.3417 0.7310 -0.4966
C 2.2400 -0.7490 0.0428
C 1.3393 0.3819 0.5102
B -0.9417 0.5249 -0.2125
H -2.9762 -1.5348 -0.2562
H 0.8690 0.1690 1.4667
H 2.0555 -1.6753 0.5754
H -2.2314 -0.8551 1.9017
H -1.8801 1.6575 -1.5017
H -0.7682 -2.2315 0.5808
H 1.9346 1.2773 0.6529
H 3.2868 -0.4721 0.0895
H 2.0182 -0.9420 -1.0047
*
```

Properties
- largest force on an atom (eV Å⁻¹) = 1.40
- electronic energy (Eh) = -2186.5907
- Kohn-Sham gap (hartree) = 0.247